Record 1
Formula: C34H29BrCsNO3P2S2
Source: the OMol25 dataset
Level of theory: ωB97M-V/def2-TZVPD

```
73
Properties=species:S:1:pos:R:3:forces:R:3:mulliken_charge:R:1
Cs 0.805151 0.442188 -0.421261 -1.0 -0.5 -0.1 1.070
S 0.337189 3.668010 0.014449 -0.2 0.1 0.1 -0.713
P -1.605030 3.077626 -0.015172 -0.1 0.1 0.0 1.070
C -2.027002 1.505093 0.174309 0.2 0.2 -0.1 -0.535
P -3.260681 0.436297 0.226773 -0.1 0.4 0.1 0.988
S -2.922378 -1.542026 0.313223 0.1 -0.1 0.0 -0.669
C -4.411985 0.703604 -1.199566 -0.1 0.0 0.0 -0.403
C -4.301650 -0.074680 -2.347126 -0.1 0.0 -0.1 -0.348
C -5.039430 0.223915 -3.488190 0.0 0.0 0.1 -0.533
C -5.916873 1.300136 -3.492237 0.0 0.0 0.1 -0.477
C -6.047653 2.075221 -2.345765 0.0 0.0 0.0 -0.833
C -5.298303 1.780978 -1.213424 0.0 0.0 -0.1 0.230
C -4.382093 0.782299 1.657583 -0.2 -0.1 0.0 -0.227
C -5.722117 0.394808 1.674591 0.0 0.0 0.2 -0.250
C -6.527086 0.671520 2.775066 0.1 -0.1 -0.2 -0.611
C -5.995847 1.323272 3.880971 0.0 0.0 0.0 -0.472
C -4.657680 1.693059 3.880901 0.0 0.0 -0.1 -0.559
C -3.859087 1.426738 2.773413 -0.1 0.0 0.0 -0.253
C -2.437687 4.161475 1.229930 -0.2 0.0 0.0 -0.527
C -3.771335 4.537492 1.078317 0.0 0.0 0.1 0.071
C -4.443701 5.218813 2.087215 0.0 -0.1 -0.1 -0.919
C -3.793902 5.524040 3.275265 0.1 0.0 0.0 -0.386
C -2.465505 5.149236 3.439855 0.0 -0.1 -0.1 -0.641
C -1.792637 4.479611 2.422543 -0.1 0.1 0.0 -0.379
C -2.215106 3.803786 -1.603742 0.0 0.1 0.0 -0.155
C -2.456422 5.166243 -1.770809 0.0 0.0 -0.1 -0.251
C -2.869748 5.669143 -2.999207 0.1 0.0 0.1 -0.630
C -3.028232 4.817718 -4.085799 0.0 -0.1 0.0 -0.506
C -2.767871 3.462076 -3.934626 0.0 0.0 0.1 -0.576
C -2.368147 2.961652 -2.700201 -0.1 0.1 -0.1 -0.215
H -3.630576 -0.926380 -2.324466 0.0 0.0 0.0 0.269
H -4.931028 -0.389072 -4.376391 0.0 0.0 0.0 0.368
H -6.488932 1.536773 -4.381743 0.0 0.0 0.0 0.344
H -6.723459 2.923031 -2.338215 0.0 0.0 0.0 0.365
H -5.398512 2.396607 -0.327268 0.0 0.0 0.0 0.454
H -6.131423 -0.132662 0.820361 0.0 0.0 0.0 0.417
H -7.569894 0.373451 2.769786 0.0 0.0 0.0 0.359
H -6.623994 1.542739 4.737097 0.0 0.0 0.0 0.356
H -4.235225 2.207252 4.736196 0.0 0.0 0.0 0.393
H -2.817773 1.723929 2.750292 0.0 0.0 0.0 0.393
H -4.289877 4.293935 0.158082 0.0 0.0 0.0 0.446
H -5.482058 5.498692 1.948397 0.0 0.0 0.0 0.365
H -4.318891 6.045171 4.067535 0.0 0.0 0.0 0.361
H -1.948134 5.383377 4.363817 0.0 0.0 0.0 0.351
H -0.750551 4.200403 2.529221 0.0 0.0 0.0 0.329
H -2.305979 5.838551 -0.933202 0.0 0.0 0.0 0.425
H -3.059030 6.731545 -3.109019 0.0 0.0 0.0 0.365
H -3.350446 5.210324 -5.043712 0.0 0.0 0.0 0.353
H -2.890046 2.787231 -4.773896 0.0 0.0 0.0 0.401
H -2.181038 1.904369 -2.562440 0.0 -0.1 0.0 0.515
Br 8.370395 1.429268 -3.457791 0.0 0.0 0.0 -0.251
C 7.385843 0.995388 -1.882168 0.2 0.0 0.0 0.108
C 8.071910 0.858985 -0.687250 -0.1 0.0 0.1 -0.126
N 7.452778 0.553752 0.452084 -0.1 0.0 -0.1 -0.686
C 6.125789 0.381363 0.407373 0.3 0.1 -0.1 -0.085
C 5.369908 0.499885 -0.753907 -0.1 -0.1 0.3 -0.047
C 6.019795 0.815572 -1.930520 0.0 0.0 -0.2 -0.275
C 3.847612 0.269949 -0.736098 0.4 0.0 0.1 0.917
O 3.293636 0.322824 -1.852860 0.2 -0.1 -0.1 -0.848
O 3.341821 0.056420 0.387037 0.9 -0.1 0.0 -0.918
H 9.145820 0.998474 -0.648532 0.0 0.0 0.0 0.343
H 5.619764 0.136564 1.331527 0.0 0.0 0.0 0.430
H 5.434350 0.906697 -2.836629 0.0 0.0 0.0 0.493
C -0.275641 -5.064227 -0.276480 0.0 0.1 0.0 -1.182
C 0.135334 -3.671412 -0.724259 -0.2 -0.1 0.0 0.834
C -0.549257 -3.066013 -1.922148 0.2 -0.1 -0.1 -0.488
O 0.983951 -3.069363 -0.113448 0.1 0.0 0.0 -0.533
H -1.153820 -5.431924 -0.803866 0.0 0.0 0.0 0.332
H -0.468191 -5.042099 0.795407 0.0 0.0 0.0 0.287
H 0.562647 -5.741948 -0.452610 0.0 0.0 0.0 0.327
H -1.152983 -3.781185 -2.479686 0.0 0.0 0.0 0.296
H 0.206313 -2.622819 -2.571077 0.0 0.1 0.0 0.351
H -1.203463 -2.278758 -1.540411 -0.1 0.1 0.0 -0.272
```
Forces are in eV/Å.

Computed properties:
M   838.501 g/mol
Charge   -2
Energy above the lowest of the compared OMol25 structures with the same formula, charge and spin   0.394 eV
Strongest force on any atom   1.12 eV/Å



Record 2
Formula: C34H29Cl5N2O3P2PdS2
Source: the OMol25 dataset
Level of theory: ωB97M-V/def2-TZVPD

```
78
Properties=species:S:1:pos:R:3:forces:R:3:mulliken_charge:R:1
Pd -1.247008 -0.845459 -0.003244 0.5 -0.6 -0.4 0.352
Cl -2.396095 1.694338 -1.606901 0.0 0.2 0.1 -0.138
C -2.764182 0.176277 -2.329870 -0.1 0.0 -0.1 1.432
C -2.322030 -0.981797 -1.704621 0.0 0.2 0.1 -1.589
C -2.614358 -2.187311 -2.339707 0.1 0.0 0.0 0.994
Cl -2.026435 -3.667142 -1.674668 0.0 0.0 0.0 -0.056
C -3.382720 -2.240712 -3.501619 0.0 -0.1 0.0 0.069
Cl -3.778874 -3.755827 -4.217115 0.0 0.0 0.0 -0.191
C -3.853332 -1.064571 -4.077399 0.0 0.0 0.0 0.394
Cl -4.834118 -1.117749 -5.488489 0.0 0.0 0.0 -0.194
C -3.522222 0.155143 -3.498468 0.0 0.1 0.0 0.081
Cl -4.086847 1.622142 -4.203902 0.0 0.0 0.0 -0.194
O 0.223256 2.597013 2.148471 0.1 0.1 -0.1 -0.583
N -0.344636 1.813844 1.380144 -0.2 0.1 -0.1 0.468
O -1.532664 1.543903 1.476239 -0.1 -0.1 0.1 -0.652
C 4.221946 -1.929148 1.308143 0.0 0.0 0.0 -0.898
O 2.795972 -1.911526 1.302077 -0.1 0.1 0.1 0.035
C 2.135645 -2.749814 0.494277 0.0 0.0 -0.1 -0.157
S 2.902741 -3.787714 -0.534077 0.0 0.0 0.0 -0.274
S 0.414790 -2.676666 0.645925 -0.2 0.2 0.2 -0.168
H 4.513872 -1.135291 1.993847 0.0 0.0 0.0 0.111
H 4.615085 -1.745391 0.309713 0.0 0.0 0.0 0.376
H 4.588389 -2.894030 1.656564 0.0 0.0 0.0 0.365
N 0.347894 1.221174 0.389633 0.0 -0.2 0.3 0.569
P 1.949035 1.612950 0.469525 -0.1 0.1 -0.2 0.610
C 2.679796 0.647037 -0.852495 0.0 0.0 0.0 0.692
C 4.059666 0.727668 -1.041625 0.0 0.0 0.0 -0.480
C 4.662406 0.006520 -2.057085 0.0 0.0 0.0 -0.681
C 3.893797 -0.805611 -2.881621 0.0 0.0 0.0 -0.510
C 2.522988 -0.885979 -2.699050 0.0 0.0 0.0 -0.593
C 1.912065 -0.153031 -1.692131 0.0 0.0 0.0 -0.697
C 2.733778 1.214452 2.033960 0.0 0.0 0.0 1.066
C 2.119888 0.300294 2.884063 0.0 0.0 0.0 0.011
C 2.722308 -0.025941 4.086971 0.0 0.0 0.0 -0.639
C 3.934607 0.551156 4.440440 0.0 0.0 0.0 -0.635
C 4.551809 1.458606 3.590736 0.0 0.0 0.0 -0.836
C 3.949906 1.795698 2.387578 0.0 0.0 0.0 -0.445
C 2.297782 3.338741 0.082785 0.0 0.0 0.0 0.250
C 2.417788 3.708825 -1.256505 0.0 0.0 0.0 -0.661
C 2.625736 5.037453 -1.592571 0.0 0.0 0.0 -0.779
C 2.720052 5.996924 -0.595538 0.0 0.0 0.0 -0.478
C 2.597443 5.632976 0.738557 0.0 0.0 0.0 -0.841
C 2.379344 4.308713 1.081109 0.0 0.0 0.0 -0.247
H 4.665342 1.351815 -0.395142 0.0 0.0 0.0 0.278
H 5.733480 0.067121 -2.198205 0.0 0.0 0.0 0.429
H 4.368684 -1.387691 -3.660186 0.0 0.0 0.0 0.384
H 1.924327 -1.532951 -3.325505 0.0 0.0 0.0 0.452
H 0.840638 -0.208729 -1.564060 0.0 0.0 0.0 0.320
H 1.195813 -0.182727 2.590645 0.0 0.0 0.0 0.053
H 2.248769 -0.743149 4.743907 0.0 0.0 0.0 0.450
H 4.401459 0.291742 5.381865 0.0 0.0 0.0 0.389
H 5.496544 1.908724 3.865368 0.0 0.0 0.0 0.429
H 4.423018 2.518953 1.735281 0.0 0.0 0.0 0.393
H 2.351343 2.960048 -2.035572 0.0 0.0 0.0 0.419
H 2.716335 5.321128 -2.632553 0.0 0.0 0.0 0.426
H 2.886365 7.033599 -0.858390 0.0 0.0 0.0 0.392
H 2.661286 6.383392 1.515231 0.0 0.0 0.0 0.412
H 2.256852 4.026528 2.117393 0.0 0.0 0.0 0.497
C -2.742825 -3.318792 1.726637 0.0 0.0 0.0 -1.570
P -3.033487 -1.704773 0.958502 -0.1 0.1 0.3 1.000
C -3.400164 -0.655275 2.396221 0.0 0.0 0.0 -1.509
C -4.606684 -1.812906 0.077030 0.1 0.0 -0.1 0.437
C -5.175625 -3.036239 -0.257767 0.0 0.0 0.0 -0.201
C -6.325477 -3.077688 -1.035541 0.0 0.0 0.0 -0.738
C -6.908349 -1.900918 -1.478250 0.0 0.0 0.0 -0.478
C -6.346984 -0.674663 -1.139673 0.0 0.0 0.0 -0.654
C -5.197838 -0.630049 -0.369994 0.0 0.0 0.0 -0.659
H -2.388151 -4.054035 1.009873 0.0 0.0 0.0 0.368
H -3.663670 -3.659600 2.203081 0.0 0.0 0.0 0.470
H -1.967092 -3.180166 2.479183 0.0 0.0 0.0 0.473
H -4.261125 -1.066961 2.925740 0.0 0.0 0.0 0.448
H -3.602504 0.366513 2.085533 0.0 0.0 0.0 0.350
H -2.532313 -0.644078 3.054923 0.0 0.0 0.0 0.412
H -4.713961 -3.961482 0.061216 0.0 0.0 0.0 0.311
H -6.756096 -4.033054 -1.304820 0.0 0.0 0.0 0.414
H -7.797177 -1.936083 -2.094529 0.0 0.0 0.0 0.411
H -6.795880 0.245584 -1.490229 0.0 0.0 0.0 0.426
H -4.739119 0.325726 -0.139269 0.0 0.0 0.0 0.305
```
Forces are in eV/Å.

Computed properties:
M   923.384 g/mol
Energy above the lowest of the compared OMol25 structures with the same formula, charge and spin   0.675 eV
Strongest force on any atom   0.88 eV/Å



Record 3
Formula: C34H29N11O8ReS2
Source: the OMol25 dataset
Level of theory: ωB97M-V/def2-TZVPD

```
85
Properties=species:S:1:pos:R:3:forces:R:3:mulliken_charge:R:1
Re 0.709737 -0.079707 -0.115778 0.0 -0.6 0.7 2.346
C 1.912998 -2.212886 1.932972 0.1 0.0 -0.1 -0.798
N 1.386101 -2.233297 0.555589 0.0 -0.2 0.3 -0.349
C 2.387441 -2.804922 -0.381219 -0.1 0.1 0.0 -0.629
C 2.378234 -2.002367 -1.632754 0.0 -0.1 0.0 0.151
N 1.907081 -0.773016 -1.642797 0.1 -0.1 -0.4 -0.073
C 1.968870 -0.338565 -2.976775 0.1 0.1 0.0 0.352
C 1.568161 0.851410 -3.577724 0.0 0.1 0.0 -0.243
C 1.772236 0.969605 -4.937283 0.0 0.0 0.0 -0.872
C 2.358858 -0.059130 -5.689178 0.0 0.0 0.0 -0.475
C 2.756561 -1.243041 -5.103418 0.0 0.0 0.0 -1.209
C 2.543025 -1.354478 -3.735739 0.0 0.0 0.0 0.466
N 2.784275 -2.396055 -2.845185 0.0 0.0 0.1 -0.068
C 2.682668 -0.947402 2.051095 0.0 0.0 0.0 -0.009
N 2.341867 0.094001 1.325883 -0.1 0.0 -0.3 0.306
C 3.217431 1.127397 1.679560 0.0 0.1 0.0 0.151
C 3.317417 2.446592 1.242619 0.0 0.0 0.0 -0.591
C 4.298998 3.229934 1.814017 0.0 0.0 0.0 -0.867
C 5.166939 2.728197 2.796464 0.0 0.0 0.0 -0.555
C 5.079461 1.424850 3.236558 0.0 0.0 0.0 -1.103
C 4.087831 0.642029 2.656731 0.0 0.0 0.0 0.723
N 3.722084 -0.683258 2.858607 -0.1 0.0 0.0 0.003
H 2.516137 -3.092007 2.159929 0.1 -0.1 0.0 0.602
H 1.068976 -2.197842 2.614027 0.0 0.0 0.0 0.043
H 0.528566 -2.781289 0.553527 0.0 0.0 0.0 0.098
H 2.188105 -3.857472 -0.579195 0.0 0.0 0.0 0.517
H 3.376876 -2.739496 0.074361 0.0 0.0 0.0 0.352
H 1.111591 1.642169 -2.998477 0.0 0.0 0.0 0.449
H 1.470758 1.877667 -5.443321 0.0 0.0 0.0 0.460
H 2.497755 0.079243 -6.753417 0.0 0.0 0.0 0.419
H 3.203648 -2.041433 -5.682378 0.0 0.0 0.0 0.444
H 3.152465 -3.303152 -3.075755 0.0 -0.1 0.0 0.226
H 2.660737 2.833635 0.478568 0.0 0.0 0.0 0.636
H 4.408927 4.259827 1.498819 0.0 0.0 0.0 0.466
H 5.922660 3.380253 3.215489 0.0 0.0 0.0 0.412
H 5.748483 1.034741 3.993349 0.0 0.0 0.0 0.446
H 4.139746 -1.328505 3.509846 0.0 0.0 0.0 0.233
S -0.389343 -0.057583 3.442236 -0.3 -0.3 -0.2 -0.043
C -1.194803 -1.627755 3.321744 0.0 0.0 0.2 0.235
N -1.229614 -2.256872 2.191429 0.1 0.0 -0.2 0.380
C -2.046594 -3.362639 2.278738 0.0 -0.1 -0.1 -0.481
C -2.327894 -4.230380 1.215708 -0.1 -0.1 -0.1 -0.191
C -3.142848 -5.311220 1.463558 0.0 0.0 0.0 -0.970
C -3.679163 -5.539509 2.745327 0.0 0.0 0.0 -0.514
C -3.424114 -4.685458 3.796188 0.0 0.0 0.0 -0.660
C -2.605821 -3.581136 3.546572 0.0 0.0 0.0 0.911
S -2.128864 -2.300373 4.606633 0.0 0.0 0.1 -0.187
H -1.947404 -4.024669 0.216898 0.0 -0.1 0.2 0.375
H -3.390010 -5.993430 0.659970 0.0 0.0 0.0 0.450
H -4.315901 -6.400620 2.904632 0.0 0.0 0.0 0.414
H -3.855010 -4.857206 4.774138 0.0 0.0 0.0 0.440
N 0.713372 1.684357 -0.528145 0.1 1.1 -0.5 -0.494
C -0.176938 2.547556 -0.038715 0.5 -0.3 0.1 0.849
N -0.166072 3.831462 -0.234918 -0.1 0.4 -0.2 0.234
C 0.737989 4.456864 -1.217112 0.0 0.0 0.1 -0.490
C -0.110832 5.028851 -2.343530 -0.1 0.0 0.0 -0.724
O -1.069566 5.935332 -1.841322 0.0 -0.1 0.1 -0.403
C -1.960289 5.320109 -0.931606 0.1 0.0 -0.1 -0.576
C -1.206111 4.755044 0.263818 0.1 0.0 0.0 -0.508
H 1.444869 3.714850 -1.576450 0.0 0.0 0.0 0.349
H 1.276003 5.256166 -0.706695 0.0 0.0 0.0 0.368
H -0.605254 4.211369 -2.888036 0.0 0.0 0.0 0.336
H 0.520934 5.577449 -3.038765 0.0 0.0 0.0 0.422
H -2.528102 4.522824 -1.430221 0.0 0.0 0.0 0.336
H -2.656734 6.085061 -0.597395 0.0 0.0 0.0 0.384
H -1.865937 4.240142 0.953752 0.0 0.0 0.0 0.384
H -0.690417 5.554464 0.795005 0.0 0.0 0.0 0.338
O -6.842397 -0.503767 -0.094129 0.3 0.2 0.1 -0.590
N -5.957064 0.155866 0.405910 -0.2 0.0 0.0 1.043
O -6.099164 1.080550 1.183279 0.1 -0.3 -0.2 -0.598
C -4.566608 -0.196144 0.036904 -0.2 0.1 0.1 -1.209
C -3.534029 0.425301 0.704422 0.0 0.0 0.1 0.295
C -2.247292 0.086446 0.348047 0.1 0.0 -0.2 0.376
C -1.958592 -0.829433 -0.662142 -0.1 -0.3 0.0 0.257
O -0.691008 -1.051887 -1.027724 -0.3 0.0 0.0 -0.539
C -3.053847 -1.457772 -1.280947 0.3 0.1 0.0 -0.360
C -4.353040 -1.129231 -0.955253 0.0 -0.1 0.0 -0.776
N -2.843830 -2.489554 -2.312953 0.0 -0.3 0.0 1.079
O -1.833820 -3.172114 -2.227774 -0.3 0.3 0.0 -0.545
O -3.715305 -2.620958 -3.141310 0.2 0.1 0.1 -0.603
N -1.083205 0.699356 1.008252 -0.3 -0.4 -0.3 0.096
O -1.191322 2.110324 0.722167 -0.4 0.0 0.3 -0.382
O -1.424017 0.708848 2.388074 0.3 0.4 0.4 -0.463
H -3.745773 1.143747 1.482553 0.0 0.0 0.0 0.808
H -5.182922 -1.604859 -1.458431 0.0 0.0 0.0 0.690
```
Forces are in eV/Å.

Computed properties:
M   970.016 g/mol
Charge   +2
Energy above the lowest of the compared OMol25 structures with the same formula, charge and spin   0.709 eV
Strongest force on any atom   1.26 eV/Å
Multiplicity   2